C27H39CdN2O5 | the ωB97M-V functional and the def2-TZVPD basis

Structure (XYZ):
```
74
Properties=species:S:1:pos:R:3:mulliken_charge:R:1
O -0.457 0.907 -1.501 -0.113
C 0.573 0.405 -2.407 -0.747
C 0.089 1.310 -3.536 -0.394
H 0.379 -0.666 -2.540 0.297
H 1.572 0.632 -2.013 0.236
C -1.068 1.717 -2.580 1.456
H -0.226 0.764 -4.435 -0.019
H 0.780 2.145 -3.729 0.356
C -2.401 1.094 -2.919 -1.636
H -2.315 0.004 -2.928 0.361
H -2.711 1.451 -3.901 0.473
H -3.154 1.390 -2.188 0.278
C -1.166 3.184 -2.206 -1.639
H -0.177 3.630 -2.070 0.328
H -1.759 3.332 -1.296 0.158
H -1.678 3.703 -3.020 0.484
Cd -0.197 0.601 0.885 2.873
C 0.568 2.523 2.357 -0.588
C 1.524 1.464 2.223 -0.747
C 1.988 1.420 0.854 -1.407
H 1.906 0.837 3.012 0.762
C 1.361 2.517 0.178 -0.026
C 0.481 3.180 1.095 -1.035
H -0.125 4.056 0.876 0.404
H 0.028 2.745 3.282 0.461
H 2.804 0.768 0.514 0.426
H 1.660 2.883 -0.801 0.585
C -1.921 0.462 2.668 0.093
C -2.358 1.648 2.012 -1.478
C -2.695 1.307 0.675 0.172
H -2.385 2.637 2.477 0.389
C -2.442 -0.097 0.477 -1.100
C -1.964 -0.624 1.726 -1.267
H -1.806 -1.683 1.924 0.434
H -1.560 0.440 3.693 0.436
H -3.169 1.967 -0.040 0.745
H -2.712 -0.714 -0.387 0.363
O 0.370 -0.747 -6.586 -0.352
C -0.099 0.336 -7.398 -0.387
C 0.076 -0.047 -8.871 -0.601
H 0.508 1.228 -7.195 0.270
H -1.136 0.583 -7.131 0.301
C 1.277 -1.014 -8.800 -0.523
H 0.223 0.807 -9.536 0.338
H -0.801 -0.614 -9.209 0.277
C 1.050 -1.683 -7.436 -0.483
H 2.195 -0.412 -8.769 0.264
H 1.341 -1.703 -9.647 0.333
H 1.987 -2.013 -6.968 0.281
H 0.438 -2.580 -7.603 0.265
C -1.644 -2.338 5.524 -1.088
C -0.235 -2.076 6.077 -1.072
C 0.906 -2.010 5.068 2.994
C 2.249 -1.691 5.717 -1.348
C 2.390 -0.401 6.545 -1.150
C 1.060 -3.344 4.270 -0.370
O 1.265 -4.385 4.815 -0.664
N 0.960 -3.284 2.895 0.069
C 0.694 -2.219 2.054 -0.206
O 0.601 -2.300 0.815 -0.756
N 0.510 -1.031 2.740 0.442
C 0.570 -0.857 4.079 -1.297
O 0.339 0.271 4.535 -0.613
H -1.977 -1.528 4.852 0.163
H -2.348 -2.370 6.376 0.463
H -1.707 -3.309 5.005 0.260
H -0.249 -1.125 6.627 0.332
H 0.034 -2.872 6.777 0.407
H 2.470 -2.540 6.365 0.506
H 3.030 -1.675 4.945 0.386
H 1.627 -0.358 7.337 0.266
H 3.388 -0.401 7.018 0.421
H 2.287 0.493 5.907 0.217
H 1.082 -4.135 2.381 0.276
```

Properties
HOMO: -3.58 eV
E: -46412.7240 eV
total charge: -1
LUMO: 2.18 eV
Kohn-Sham gap: 5.8 eV
maximum force: 3.3 eV Å⁻¹